*one*
Entry from OMol25: an isolated ion of composition C4H10NS and charge +1 (wB97M-V/def2-TZVPD).

CARTESIAN COORDINATES (ANGSTROEM)
S: -1.67460 0.66177 -0.28365
N: 0.69445 -0.65455 -1.27767
C: 1.15838 1.44583 -0.02471
C: 0.23435 0.23792 -0.17197
C: -2.20423 -0.85934 0.44069
C: 1.12739 0.47248 1.06356
H: -2.11270 -0.93130 1.62229
H: -3.22880 -1.04776 0.23853
H: 1.67121 -0.37932 -1.27052
H: -1.63938 -1.67961 -0.05992
H: 1.83307 -0.18437 1.35753
H: 2.07374 1.62580 -0.67322
H: 0.75439 0.93402 1.95240
H: 0.52895 -1.59989 -0.96776
H: 0.07057 -0.42733 -2.11558
H: 0.71321 2.38565 0.16999

Net charge ... +1
LUMO ... -3.59 eV
SMILES ... CSC1([NH3+])CC1
Molecular weight ... 104.20 g/mol
Frontier orbital gap ... 9.76 eV

*two*
Entry from OMol25: an isolated ion of composition C4H10NS and charge +1 (wB97M-V/def2-TZVPD).

CARTESIAN COORDINATES (ANGSTROEM)
S: -2.26020 -1.31241 0.60225
N: 0.08598 1.18365 0.35711
C: -1.53876 -0.28286 -0.66116
C: -0.12991 -0.18541 -0.05149
C: -0.57001 -0.93740 1.29178
C: 1.15865 -0.76575 -0.65597
H: 2.02254 -0.12977 -1.18276
H: 1.58207 -1.21413 0.13121
H: -0.03919 1.52854 1.23775
H: -2.10825 0.75686 -0.69334
H: -0.52110 1.69718 -0.33867
H: 1.00851 1.62709 0.09291
H: -0.55943 -0.32279 2.20618
H: 1.00295 -1.67733 -1.32754
H: -0.06780 -1.86512 1.64308
H: -1.51063 -0.75670 -1.64249

Net charge ... +1
LUMO ... -3.70 eV
SMILES ... CC1([NH3+])CSC1
Molecular weight ... 104.20 g/mol
Frontier orbital gap ... 9.14 eV

Most favorable first, least favorable last: *two*, *one*

*one*
Entry from OMol25: one molecule with the formula C5H8OS2 (wB97M-V/def2-TZVPD).

CARTESIAN COORDINATES (ANGSTROEM)
S: -2.45966 -1.49249 0.05996
S: 1.91793 -1.50119 -0.40354
O: 0.85278 0.64227 0.84991
C: -0.19900 0.21451 -0.07022
C: -0.89402 1.47171 -0.62488
C: 1.44223 -0.52314 1.23638
C: 0.57951 -0.57688 -1.21854
C: -1.22779 -0.63917 0.64708
H: 1.26334 0.18758 -1.75062
H: -0.09851 2.08019 -1.08333
H: 2.41615 -0.29300 1.74281
H: -1.50317 0.99651 -1.51725
H: -1.51890 2.01275 0.13484
H: 0.70596 -0.96458 1.95102
H: -0.14440 -1.10216 -1.74406
H: -1.13244 -0.51290 1.79043

LUMO ... -0.55 eV
SMILES ... C[C@@]1(C=S)CSCO1
Molecular weight ... 148.25 g/mol
Frontier orbital gap ... 8.30 eV

*two*
Entry from OMol25: C5H8OS2 as an isolated structure (wB97M-V/def2-TZVPD).

CARTESIAN COORDINATES (ANGSTROEM)
S: 2.19395 -1.15986 0.05425
S: -1.78285 -1.55341 0.13807
O: -0.93227 1.12623 0.89776
C: -0.58628 -0.52868 -0.66455
C: 0.73210 -0.13636 -0.01084
C: -0.86951 0.95271 -0.53769
C: 0.21457 0.38734 1.36740
C: 0.65834 1.16983 -0.81162
H: -0.11153 -0.39818 1.96033
H: 1.63681 -1.94843 1.08931
H: 0.77447 1.16374 -1.89343
H: -1.73176 -2.69818 -0.63734
H: -0.44124 -0.90906 -1.67542
H: 1.06427 2.03467 -0.28463
H: 0.91637 0.98584 1.96886
H: -1.73544 1.51179 -0.96045

LUMO ... 0.60 eV
Molecular weight ... 148.25 g/mol
Frontier orbital gap ... 9.60 eV

Most favorable first, least favorable last: *two*, *one*

*one*
Entry from OMol25: a 2-piece molecular cluster, C4H13NO2P overall (wB97M-V/def2-TZVPD).

CARTESIAN COORDINATES (ANGSTROEM)
P: -1.59685 -0.06908 1.29124
O: -0.33474 -0.29615 2.39470
O: -1.19370 -1.15553 0.24110
N: 0.74371 1.18529 -0.96730
C: 1.90232 1.92429 -0.50421
C: -1.18604 -2.47341 0.73703
C: 0.86329 -0.10732 -1.57801
C: -0.38079 1.77296 -0.93674
H: -1.27240 -3.07777 -0.09304
H: -2.02592 -2.64610 1.38170
H: 1.69350 -0.63955 -1.15020
H: 1.69452 2.95183 -0.57764
H: -2.67033 -0.75405 2.17920
H: -0.68141 2.64509 -0.53011
H: -1.18102 1.14762 -1.49821
H: 2.71640 1.63118 -1.27957
H: 1.24461 0.05109 -2.60849
H: -0.03296 -0.72931 -1.59108
H: 2.38112 1.51742 0.42501
H: -0.34876 -0.12035 3.38028
H: -0.33455 -2.75814 1.28435

Net charge ... +1
LUMO ... -4.33 eV
Molecular weight ... 138.13 g/mol
Frontier orbital gap ... 8.25 eV

*two*
Entry from OMol25: an isolated ion of composition C4H13NO2P and charge +1 (wB97M-V/def2-TZVPD).

CARTESIAN COORDINATES (ANGSTROEM)
P: 0.66477 -0.74821 -1.57324
O: -0.10639 0.13861 -2.38616
O: 0.02960 -2.17676 -1.54070
N: -0.68550 0.80354 0.12897
C: 0.47452 0.04003 0.27198
C: -1.78358 0.74264 1.17963
C: 0.45344 -3.28887 -0.73575
C: -0.37922 2.25693 -0.10852
H: -1.02828 0.56514 -0.84661
H: -0.08456 -3.38775 0.18366
H: -1.24495 2.87355 -0.39682
H: 0.23060 -4.12707 -1.44405
H: 0.45830 2.32131 -0.79517
H: 1.35085 0.69484 0.65004
H: 1.95758 -0.93020 -1.74758
H: -2.60577 1.39415 0.73580
H: -1.67503 0.90659 2.33630
H: 1.61825 -3.38372 -0.62455
H: 0.04112 2.48942 0.92572
H: -2.08269 -0.32200 1.10113
H: 0.21716 -0.63672 1.00126

Net charge ... +1
LUMO ... -2.72 eV
SMILES ... CO[P@@H](=O)C[NH+](C)C
Molecular weight ... 138.13 g/mol
Frontier orbital gap ... 12.47 eV

Most favorable first, least favorable last: *two*, *one*

*one*
Entry from OMol25: a 12-piece molecular cluster, C36H84N12O12 overall (wB97M-V/def2-TZVPD).

CARTESIAN COORDINATES (ANGSTROEM)
O: -1.56702 -1.99617 -1.22075
O: -0.22773 0.20005 3.75040
O: 0.27645 4.30442 -3.00452
O: 4.07805 1.45027 1.28622
O: 1.61221 5.79106 3.06957
O: 2.72601 -0.48018 -3.51521
O: 6.35845 3.08185 -3.02154
O: -4.06708 5.29038 4.64010
O: 2.77261 -4.73379 -0.13872
O: -2.36715 -2.72489 -7.78565
O: -1.01331 1.49851 -7.58718
O: -4.28161 -1.37346 1.41754
N: 4.13537 -0.76300 1.79617
N: -2.78721 -2.18270 -5.61740
N: 0.80104 -4.71738 0.95739
N: -1.54588 2.95085 -2.86626
N: -5.31578 -2.08490 3.33930
N: -0.60052 -1.07402 5.59181
N: 1.43498 3.92526 4.32192
N: 4.07485 3.15351 -2.74633
N: -0.49707 -0.21070 -0.29695
N: 4.73675 -1.23433 -2.71845
N: 0.17019 -0.34979 -6.98491
N: -4.24364 3.07618 4.34201
C: 3.92786 -0.66542 -3.61289
C: -2.20262 -2.27668 -4.28699
C: 1.31776 3.29997 5.61790
C: 4.24855 -1.77700 -1.47074
C: -2.13026 1.70911 -3.31366
C: -5.18583 -2.66607 4.65224
C: -4.29187 -2.02214 2.44474
C: 4.93102 -1.78715 2.41709
C: -5.47884 2.92448 5.08011
C: 2.72170 -0.97018 1.87427
C: 0.74554 -1.59815 -7.44269
C: -3.60156 1.82988 3.96517
C: -0.41658 3.42172 -3.45990
C: 2.12815 -4.51931 0.86107
C: 1.61171 5.25562 4.14396
C: -3.63697 4.26500 4.22172
C: -0.56159 0.39735 -7.83328
C: 0.49912 0.01169 -5.63158
C: -1.92661 3.39867 -1.56604
C: 4.69018 0.44628 1.53765
C: -2.24816 -2.91781 -6.61523
C: 0.58263 -0.12397 -1.26189
C: 5.33209 2.77156 -2.42998
C: 0.13112 -4.16559 2.10238
C: -0.50815 0.85155 0.71046
C: -3.59316 -1.02599 -5.97974
C: 2.91814 2.59685 -2.09004
C: 1.21174 3.05456 3.18740
C: -6.59553 -1.47279 3.03358
C: -1.09886 -1.10763 6.94012
C: 3.82328 4.03993 -3.83628
C: 6.14391 -1.46471 -3.01278
C: -0.56679 0.09191 4.91102
C: -1.48882 -1.12520 -0.37458
C: -0.04271 -5.06403 -0.17359
C: -0.44362 -2.37821 4.92231
H: 2.92850 4.64924 -3.68310
H: 4.68975 -1.96517 3.46571
H: -0.16643 1.78432 0.26789
H: 3.37025 -1.27847 -1.07499
H: 1.78111 5.77555 5.09918
H: 4.43818 -0.35826 -4.54227
H: -2.64561 2.01312 3.47150
H: -6.22622 2.48057 4.41582
H: -1.78085 -1.32201 -3.94855
H: -6.67399 -0.48283 3.49972
H: 2.58081 -4.14500 1.79000
H: -1.42127 -0.12782 7.29855
H: 1.84262 2.34392 5.59630
H: -1.63487 -3.74414 -6.23545
H: 1.46793 -0.44962 -0.68615
H: 1.75334 2.11643 3.30318
H: 2.19670 2.17361 -2.80236
H: -3.35655 1.30410 4.89904
H: 2.23739 0.00657 1.85477
H: 0.32564 -1.93829 -8.38913
H: 0.25950 3.05870 5.75449
H: -0.07660 0.85967 -5.26879
H: 1.58497 3.48195 2.26206
H: 0.12341 -3.00479 5.60590
H: -2.69850 4.20853 3.65122
H: 0.24548 0.53004 1.42902
H: -2.16817 -1.03192 0.48573
H: 1.79293 -1.45922 -7.75236
H: -2.94133 -2.55027 -3.52376
H: 2.43881 -1.43306 2.82218
H: 0.37984 -0.79090 -4.89694
H: -2.81000 4.03831 -1.51236
H: 2.31092 3.36599 -1.59370
H: 4.61464 4.75947 -4.02681
H: -4.15930 -2.82447 4.97184
H: -3.42429 -0.82748 -7.03407
H: 5.78925 0.38265 1.59002
H: -3.21477 1.79727 -3.23060
H: -0.93778 0.92615 5.52608
H: -7.36532 -2.03558 3.56305
H: -6.68052 -1.37776 1.96142
H: -3.42289 -2.58008 2.87104
H: 5.99186 -1.55291 2.33899
H: 3.16914 1.81536 -1.37518
H: 0.41020 -5.84028 -0.78534
H: 4.02990 -2.84415 -1.50816
H: -5.71892 -2.07027 5.39080
H: -1.08991 3.95800 -1.14454
H: 0.13861 2.87331 3.07767
H: 0.84074 -3.82813 2.85931
H: -0.30463 -1.41148 7.63489
H: -1.85610 1.45142 -4.33356
H: -4.65612 -1.23360 -5.82119
H: -0.33984 -4.20577 -0.78594
H: 2.32751 -1.57113 1.05169
H: 5.33911 2.09298 -1.55410
H: 0.64980 -2.34677 -6.66356
H: 4.78585 -2.71675 1.85770
H: -1.46792 0.93753 1.20273
H: -0.46899 -4.89625 2.65482
H: -0.80893 -0.10707 -8.77788
H: 6.33160 -1.63702 -4.06696
H: 6.71949 -0.59068 -2.69538
H: -1.94473 -1.78026 7.11696
H: 5.06258 -1.60593 -0.76050
H: -0.26221 2.97223 -4.44979
H: -5.30785 2.31959 5.97475
H: -3.33631 -0.20271 -5.31418
H: -1.39566 -3.00083 -4.21027
H: -5.89598 3.88009 5.38642
H: 3.62887 3.46809 -4.75121
H: -2.11151 2.57030 -0.87280
H: -1.46967 -2.72540 4.78946
H: -0.96247 -5.48507 0.24548
H: 0.86920 0.88350 -1.56127
H: 1.74995 3.94391 6.37384
H: -5.65371 -3.66013 4.65652
H: -4.24586 1.24422 3.31440
H: -0.47711 -3.30892 1.79707
H: 6.45984 -2.31836 -2.42184
H: 0.53359 -0.78307 -2.11711
H: 0.04943 -2.19115 3.97966
H: 1.56341 0.27476 -5.54830
H: -1.83196 0.86463 -2.67826

LUMO ... -0.33 eV
SMILES ... CN(C)C=O.CN(C)C=O.CN(C)C=O.CN(C)C=O.CN(C)C=O.CN(C)C=O.CN(C)C=O.CN(C)C=O.CN(C)C=O.CN(C)C=O.CN(C)C=O.CN(C)C=O
Molecular weight ... 877.14 g/mol
Frontier orbital gap ... 8.27 eV

*two*
Entry from OMol25: a 12-piece molecular cluster, C36H84N12O12 overall (wB97M-V/def2-TZVPD).

CARTESIAN COORDINATES (ANGSTROEM)
O: -28.05224 9.20589 17.76463
O: -22.21136 1.30784 13.75653
O: -26.67832 3.09093 14.08111
O: -22.11556 7.97628 15.10593
O: -19.43581 4.37932 11.38807
O: -23.36869 6.18794 9.53142
O: -23.76343 10.79079 9.00940
O: -25.06543 4.23681 19.78818
O: -27.59446 11.31024 12.33678
O: -22.27503 8.63477 19.80547
O: -19.18469 9.82846 8.10272
O: -16.11123 11.68958 13.09964
N: -22.28307 7.34515 12.86703
N: -27.70631 9.74436 10.73318
N: -17.57970 3.18514 11.65867
N: -16.21854 9.37795 13.10700
N: -21.75549 6.61412 8.07332
N: -22.28621 12.24918 9.93028
N: -26.68350 5.77485 19.40847
N: -22.15355 7.10836 18.18512
N: -20.37849 2.56162 13.60360
N: -28.55755 8.28258 15.91252
N: -24.68245 2.22727 14.72365
N: -18.13393 7.89626 8.39472
C: -27.98626 9.25576 16.56370
C: -25.12239 1.90716 16.06621
C: -28.13931 10.88527 11.24960
C: -26.43601 9.10068 11.12613
C: -18.66530 7.38353 9.63449
C: -22.47537 5.75067 8.82434
C: -21.98578 8.36363 18.66015
C: -24.36314 12.95938 8.67771
C: -20.24725 0.22062 13.03968
C: -21.37130 11.34483 10.58560
C: -20.91832 7.46244 12.41673
C: -17.54212 9.23357 6.53854
C: -22.07698 8.09423 8.01005
C: -15.59884 10.61051 12.98371
C: -26.25763 4.62696 19.82476
C: -19.04854 2.48563 9.92417
C: -29.39690 11.53605 10.59807
C: -18.67644 3.45166 11.02526
C: -27.11909 10.26548 15.84969
C: -25.48011 2.77111 13.85626
C: -22.24473 5.89451 18.92090
C: -21.04322 3.81006 13.97472
C: -27.14439 3.62382 20.37420
C: -22.18976 4.29791 8.95611
C: -25.81141 6.80468 18.84924
C: -21.59328 9.45978 17.62145
C: -22.68397 7.51681 14.12872
C: -14.05944 10.57129 12.60843
C: -21.05470 1.43693 13.42912
C: -24.08363 7.16142 14.32394
C: -28.38149 7.87510 14.50310
C: -17.61597 9.22932 13.40624
C: -24.85255 3.21423 12.49125
C: -18.37341 9.01509 7.76582
C: -17.03827 3.96183 12.77842
C: -23.37649 11.92806 9.23078
H: -19.84295 1.81536 10.25244
H: -17.17118 2.29735 11.40364
H: -21.81118 6.98210 17.24334
H: -19.03772 6.36510 9.74496
H: -19.65323 -0.02126 13.92100
H: -28.11218 4.05712 20.62667
H: -26.65214 9.97951 14.90721
H: -18.25952 1.74651 9.78548
H: -19.55483 0.49377 12.24342
H: -17.50441 7.26882 7.91501
H: -24.70043 7.99397 13.98554
H: -20.34271 4.63594 14.09843
H: -21.03361 6.18946 7.50883
H: -30.13625 10.88728 10.12843
H: -17.84678 4.20761 13.46689
H: -20.65397 8.49691 12.19740
H: -26.38961 7.43605 18.17460
H: -24.19568 4.06036 12.69299
H: -28.00051 8.66254 13.85279
H: -20.74124 11.03324 9.75252
H: -16.61570 4.94744 12.58319
H: -17.91202 7.69267 10.35914
H: -26.10341 1.43225 16.07834
H: -15.76693 8.66004 12.55860
H: -24.16652 14.01165 8.88302
H: -16.31473 3.33669 13.30166
H: -25.71730 3.48127 11.88381
H: -21.95379 13.20171 9.97808
H: -21.23191 10.33103 18.16775
H: -19.62727 7.89303 9.69026
H: -25.19386 2.79887 16.68899
H: -19.46971 2.79025 8.96608
H: -21.81624 10.37260 10.79750
H: -25.02683 6.45836 18.17648
H: -18.36874 9.48181 12.65945
H: -26.64635 3.16582 21.22877
H: -13.58175 11.41558 13.10552
H: -17.96610 8.32492 13.90379
H: -29.97483 11.92631 11.43579
H: -13.95838 10.68815 11.52944
H: -24.41868 7.01641 15.35098
H: -21.86616 8.54997 8.97750
H: -29.00076 7.65979 16.57268
H: -24.57778 12.83437 7.61639
H: -27.78483 11.09384 15.60739
H: -27.59236 7.12494 14.55446
H: -23.09745 8.33229 7.70996
H: -27.37293 3.00837 19.50409
H: -25.34251 12.75094 9.10840
H: -21.50505 3.60821 14.94119
H: -22.03674 4.26707 10.03487
H: -23.05790 3.63903 8.93839
H: -20.73039 11.78054 11.35209
H: -22.13953 5.04419 18.24712
H: -22.50382 9.84638 17.16369
H: -29.07170 12.27707 9.86784
H: -18.19180 9.16316 5.66615
H: -19.56456 2.66178 13.01403
H: -21.45870 8.70323 7.35054
H: -24.37171 1.21830 16.45358
H: -20.84048 6.99916 11.43316
H: -17.31641 10.29787 6.47213
H: -13.69273 9.55803 12.77253
H: -16.70485 8.57626 6.30394
H: -25.85930 9.63390 11.88189
H: -20.76095 9.06883 17.03623
H: -28.00816 9.33677 9.85976
H: -24.39352 6.32473 13.69783
H: -21.25946 5.79182 19.37564
H: -20.14677 7.01133 13.04066
H: -25.81425 8.77442 10.29243
H: -23.08448 5.63909 19.56718
H: -26.88015 8.25933 11.65809
H: -22.99286 7.11813 12.18529
H: -24.32998 2.42768 11.94687
H: -23.68963 2.13445 14.56306
H: -20.94379 -0.61460 12.96653
H: -21.35799 3.89775 8.37635
H: -29.19977 7.34067 14.02051
H: -26.37953 10.72681 16.50416
H: -27.65707 6.02447 19.50827
H: -21.70709 4.07038 13.15034
H: -17.79514 10.04193 14.11027
H: -25.41618 7.31487 19.72765

LUMO ... -0.41 eV
SMILES ... CNC(C)=O.CNC(C)=O.CNC(C)=O.CNC(C)=O.CNC(C)=O.CNC(C)=O.CNC(C)=O.CNC(C)=O.CNC(C)=O.CNC(C)=O.CNC(C)=O.CNC(C)=O
Molecular weight ... 877.14 g/mol
Frontier orbital gap ... 8.02 eV

Most favorable first, least favorable last: *two*, *one*